# 1
{"formula": "C45H59BrClIrN2O5P2S6Si", "method": "ωB97M-V/def2-TZVPD", "total_charge": 1, "multiplicity": 2, "homo_lumo_gap_ha": [0.221, 0.214], "total_energy_ev": -237699.8878, "de_lowest_kj_mol": 285.9, "e_homo_ha": [-0.3787, -0.3914], "s_squared": 0.7867, "lumo_ha": [-0.1577, -0.1776], "species": ["H", "H", "C", "H", "H", "H", "H", "C", "H", "H", "H", "H", "H", "H", "C", "C", "C", "C", "H", "H", "C", "O", "C", "C", "H", "C", "C", "H", "C", "S", "H", "N", "C", "C", "H", "H", "H", "H", "O", "H", "C", "S", "S", "C", "P", "H", "C", "H", "H", "H", "H", "H", "Ir", "H", "C", "C", "H", "C", "H", "C", "H", "H", "H", "H", "C", "O", "C", "C", "C", "H", "H", "C", "O", "N", "H", "C", "H", "H", "Si", "S", "H", "C", "C", "C", "H", "H", "H", "H", "C", "H", "C", "C", "C", "H", "H", "H", "C", "H", "H", "C", "H", "S", "O", "H", "C", "C", "C", "C", "P", "C", "C", "C", "H", "H", "Cl", "S", "C", "H", "H", "H", "C", "Br", "H"], "xyz": [[0.157, 2.866, -2.539], [-3.275, 4.660, -4.448], [-0.548, 2.982, 2.945], [0.339, -0.942, -5.242], [-3.437, -0.086, -2.618], [5.190, -5.142, 0.589], [-4.212, 5.634, -2.010], [7.141, -2.323, -0.298], [-4.635, 2.836, -4.617], [2.183, 1.992, 0.491], [-1.328, 1.474, -4.109], [0.300, 4.189, -3.691], [-4.703, 2.928, 0.557], [-5.848, 2.401, -1.084], [0.523, -1.486, -4.326], [-2.300, -1.299, 4.260], [4.711, 1.068, -2.271], [-1.576, 2.446, -4.528], [-5.573, 3.612, -3.340], [-5.099, -3.856, 2.055], [-2.264, 4.791, -4.070], [-0.879, 3.952, 3.503], [-2.119, 5.026, -0.284], [4.885, 2.235, -1.540], [-6.233, 0.904, -1.911], [-4.335, -3.153, 2.382], [5.048, -4.104, 0.289], [3.597, -2.859, 3.745], [-4.459, 1.850, -2.679], [6.364, -3.139, 1.124], [-1.799, 5.634, -1.127], [2.086, -1.684, 0.601], [3.877, -1.817, 3.670], [-0.158, -5.054, 2.789], [-2.364, 5.704, 0.534], [-2.270, 5.619, -3.366], [-3.950, 4.246, 1.440], [0.856, 0.285, -3.158], [-3.081, -1.339, -0.060], [4.094, 3.499, -0.003], [4.568, 0.874, 3.566], [-4.560, -3.032, 4.164], [-1.165, -0.573, 5.393], [-1.811, -1.261, 6.858], [1.373, -0.552, -0.485], [-4.905, 0.929, -0.758], [-0.232, -5.106, 4.174], [-3.453, 0.655, -4.214], [-3.012, 2.814, 1.038], [0.591, -4.645, -3.120], [5.219, -4.019, -0.783], [5.719, 2.886, -1.761], [-0.182, 0.292, 1.333], [-1.291, 4.399, 0.043], [-4.025, 0.519, -3.303], [-5.235, 2.654, -3.729], [6.445, -1.625, -0.758], [0.977, -2.886, -1.974], [0.405, -3.875, 1.089], [-0.317, 3.780, -2.890], [-4.917, -0.054, -3.560], [-4.648, 5.882, -0.322], [-0.772, 2.737, -5.203], [4.827, 1.922, 3.551], [2.914, 1.732, -0.269], [-1.781, -1.829, -1.921], [-4.472, 5.124, -1.085], [3.016, -0.898, 3.079], [0.285, -4.070, 4.940], [-4.477, -2.195, 1.891], [-0.558, -5.861, 2.193], [-5.411, 1.510, -1.527], [-0.784, -1.723, 0.207], [-0.186, 2.001, 2.379], [3.487, -3.783, 1.734], [0.822, -0.798, -3.167], [-3.350, -3.550, 2.149], [0.213, -4.103, 6.018], [-2.946, 2.893, -2.035], [-2.161, -0.977, 2.607], [5.401, 0.814, -3.063], [5.094, -1.394, 4.172], [3.431, -2.175, 0.305], [-3.783, 3.490, 0.672], [6.395, 0.269, 4.511], [-1.630, 5.078, -4.908], [-0.312, 4.498, -2.077], [-0.697, -5.952, 4.658], [0.410, -3.958, 2.165], [8.002, -1.783, 0.083], [3.642, 0.232, -2.000], [2.752, 0.546, -0.977], [0.888, -2.990, 4.324], [-2.481, 2.357, -5.122], [1.299, -2.181, 4.916], [3.586, -2.052, -0.770], [-1.726, 3.506, -3.431], [0.176, -3.404, -5.211], [5.771, -2.116, 4.605], [3.643, -3.642, 0.664], [1.113, -3.417, -1.044], [-3.218, -2.259, 6.582], [-2.184, -3.480, -0.312], [-5.406, 4.590, -1.240], [-3.268, -2.106, 4.847], [0.672, -3.568, -3.135], [1.073, -1.500, -1.989], [0.440, -2.871, -4.310], [1.508, -1.383, 2.188], [5.444, -0.053, 4.113], [-3.351, 4.181, -0.628], [0.966, -2.936, 2.929], [4.185, -1.573, 0.826], [3.492, -0.657, -2.597], [-1.993, -2.102, -0.558], [-1.177, -1.014, 8.339], [3.978, 2.573, -0.548], [7.473, -3.069, -1.016], [2.923, -4.266, 0.130], [2.659, 1.162, 2.619], [3.358, 0.452, 3.044], [-1.548, 1.325, -0.912], [-6.115, 2.090, -4.039]], "lowdin_spin": [0.0000, 0.0000, -0.0012, 0.0000, 0.0000, 0.0000, 0.0000, 0.0000, 0.0000, 0.0006, 0.0000, 0.0000, 0.0000, 0.0000, 0.0001, 0.1152, -0.0001, 0.0000, 0.0000, -0.0002, 0.0000, -0.0022, 0.0000, -0.0002, 0.0000, 0.0205, 0.0000, 0.0000, 0.0001, 0.0000, 0.0000, -0.0002, 0.0001, -0.0002, 0.0000, 0.0000, 0.0000, 0.0000, 0.0012, 0.0000, 0.0000, 0.1563, -0.0108, -0.0075, -0.0103, 0.0000, 0.0002, 0.0000, 0.0002, 0.0000, 0.0000, 0.0000, 0.0080, 0.0000, 0.0000, 0.0000, 0.0000, -0.0010, 0.0000, 0.0000, 0.0000, 0.0000, 0.0000, 0.0000, 0.0003, 0.0006, 0.0000, 0.0003, 0.0001, 0.0049, 0.0000, 0.0000, 0.0083, -0.0017, 0.0000, -0.0010, 0.0043, 0.0001, 0.0002, 0.3474, 0.0000, 0.0000, -0.0002, 0.0001, 0.0000, 0.0000, 0.0000, 0.0001, 0.0011, 0.0000, -0.0007, -0.0025, -0.0007, 0.0000, -0.0001, 0.0000, 0.0000, -0.0001, 0.0000, 0.0000, 0.0000, 0.0389, 0.0001, 0.0000, 0.2051, 0.0001, -0.0015, -0.0011, 0.0020, 0.0000, 0.0000, 0.0022, 0.0000, 0.0000, 0.0005, 0.1222, 0.0001, 0.0000, 0.0000, 0.0001, 0.0001, 0.0017, 0.0000]}

# 2
{"formula": "C45H60BaN4OP2S2", "method": "ωB97M-V/def2-TZVPD", "total_charge": 2, "multiplicity": 1, "homo_lumo_gap_ha": 0.278, "total_energy_ev": -96580.8622, "de_lowest_kj_mol": 73.1, "e_homo_ha": -0.4440, "lumo_ha": -0.1664, "species": ["Ba", "H", "H", "N", "H", "C", "C", "H", "H", "C", "H", "C", "H", "H", "H", "H", "C", "H", "H", "H", "C", "H", "C", "N", "H", "C", "H", "C", "H", "C", "H", "C", "H", "C", "P", "H", "H", "C", "C", "C", "H", "H", "C", "C", "C", "C", "H", "H", "H", "C", "H", "C", "C", "C", "P", "H", "N", "N", "C", "O", "H", "H", "H", "H", "C", "H", "H", "C", "H", "C", "H", "H", "H", "C", "C", "H", "C", "H", "C", "H", "H", "H", "H", "C", "C", "H", "C", "H", "C", "H", "S", "H", "S", "C", "H", "C", "H", "H", "C", "C", "H", "H", "C", "H", "C", "H", "C", "H", "C", "H", "H", "C", "C", "H", "H"], "xyz": [[-1.037, 1.898, 0.006], [-2.594, 1.861, 2.771], [2.329, -4.704, 6.960], [-1.983, -0.085, -4.137], [-2.901, -4.826, 0.055], [-2.466, -0.336, -8.470], [-0.142, 5.233, 1.530], [2.454, 2.135, 7.807], [-3.082, -2.855, 4.163], [2.402, -2.546, -0.367], [3.014, 0.238, -2.980], [1.147, 4.786, 0.893], [-0.976, 1.127, -7.888], [-0.886, -0.590, -2.459], [0.118, -5.634, 2.985], [-1.792, -3.094, -2.693], [2.443, -0.490, 2.366], [0.089, 5.831, 2.411], [-2.200, 5.941, -1.216], [-3.027, 2.124, -7.078], [0.626, -1.793, -4.846], [-0.456, 6.902, 0.191], [0.191, -3.702, 2.076], [-1.922, 1.847, -5.360], [0.619, -0.743, -4.542], [-4.102, -1.035, 3.660], [0.087, -1.875, -5.793], [1.568, -1.429, -0.392], [-4.057, -1.161, -7.211], [1.711, 2.214, 4.511], [2.927, -0.340, 1.398], [-3.262, -1.497, -7.881], [-1.980, -2.560, -0.259], [-1.594, 1.182, -4.253], [0.040, 0.809, 2.847], [1.070, -3.569, 6.449], [-3.266, 4.548, 0.230], [-0.339, -4.969, 2.265], [3.465, 3.930, -0.296], [-1.711, -1.299, 3.633], [1.046, -3.403, 2.670], [-1.857, -6.368, 1.681], [1.794, -0.444, -1.352], [-1.447, -5.379, 1.532], [-1.695, 0.455, -7.415], [2.146, -3.724, 6.526], [0.104, -3.739, -4.100], [-2.075, -2.636, -4.352], [-0.832, 4.839, -1.189], [2.864, -0.529, -2.231], [-0.688, 4.359, 1.899], [-0.382, -2.831, 1.152], [3.021, -1.740, 3.015], [2.467, -2.024, 4.403], [0.202, -1.156, 0.780], [-2.612, -0.966, -2.353], [1.158, 3.603, 0.260], [0.975, -0.505, 2.178], [-3.966, 0.288, 3.262], [-2.441, 4.190, -0.118], [2.697, 0.378, 2.976], [4.548, -1.704, -2.850], [1.965, 2.758, 3.605], [1.071, 0.358, -1.492], [3.469, -2.639, -1.248], [2.212, -3.352, 0.330], [2.585, -2.967, 7.174], [-2.699, 0.809, 3.038], [4.356, 3.550, -0.773], [2.298, 3.193, -0.314], [-1.112, -0.235, -6.799], [-5.087, -1.448, 3.831], [-0.838, -1.922, 3.771], [2.322, 2.552, 5.708], [0.432, 0.511, 5.633], [0.760, 0.337, 7.740], [3.713, -1.625, -2.166], [-4.843, 0.911, 3.138], [2.281, 5.587, 0.949], [4.105, -1.619, 3.075], [-2.498, -0.486, -4.908], [2.855, -2.598, 2.358], [-0.313, -0.274, 5.619], [3.452, 5.157, 0.348], [-1.455, -2.413, -3.476], [1.663, -2.069, -5.038], [1.036, 0.856, 6.832], [-3.740, -2.083, -8.664], [-2.611, 1.286, -6.520], [2.272, 2.227, -0.807], [-0.648, 2.010, -3.078], [0.590, -2.613, -2.855], [2.920, -3.699, 4.899], [-2.976, -1.825, 3.848], [-1.846, 6.503, 1.175], [-1.611, 5.290, -0.570], [-1.755, -0.724, -9.200], [-1.567, 2.787, -5.412], [0.777, 1.178, 4.459], [-2.030, -4.515, 0.617], [4.112, -3.509, -1.221], [-3.131, 0.334, -9.022], [-1.559, 0.023, 3.222], [-3.472, 0.709, -6.173], [-1.737, -0.983, -3.013], [3.052, 3.349, 5.739], [-1.505, -3.243, 0.437], [2.242, 6.535, 1.470], [1.985, 1.869, 6.869], [-2.606, -2.172, -7.324], [4.344, 5.769, 0.387], [-1.029, 6.064, 0.595], [0.016, -2.698, -3.783], [2.851, -1.300, 5.126], [1.378, -1.940, 4.401]], "mulliken_charge": [1.8063, 0.6791, 0.3818, 0.2022, 0.4851, -0.6192, -0.2489, 0.4133, 0.4957, -0.2568, 0.5656, 0.4514, 0.3394, 0.0848, 0.5474, 0.3191, -0.6563, 0.5981, 0.4130, 0.4460, -1.1273, 0.4122, -0.3555, -0.0003, 0.0745, -0.8718, 0.2420, 1.1510, 0.2825, -0.4474, 0.2546, -0.9838, 0.5217, 0.3695, 0.1131, 0.2121, 0.2462, -0.8894, -0.8056, -0.1060, 0.0983, 0.4229, -0.4275, -0.7822, 0.6992, -0.8201, 0.4956, 0.4770, 0.2890, -0.9101, -0.4602, 0.9690, -1.4480, 0.2650, 0.1302, 0.1379, 0.6001, 0.7579, -0.8443, -0.5060, 0.6928, 0.4229, 0.5171, 0.2681, -1.0628, 0.4387, 0.2713, -1.3673, 0.5273, -0.5534, -0.5155, 0.4441, 0.2938, -0.6542, -0.4877, 0.4673, -0.7763, 0.4937, -0.5913, 0.5771, 0.0551, 0.3420, 0.4236, -0.6591, -0.9474, 0.4884, -0.7849, 0.3863, -1.2255, 0.3954, -0.4173, -0.4083, -0.0248, -0.8833, 0.3789, -0.4019, 0.3588, 0.2558, 0.3957, -0.8156, 0.4883, 0.3226, 1.1277, 0.3229, -0.2840, 0.4558, -0.9038, 0.5413, -0.6354, 0.1892, 0.4598, -0.7957, 0.4331, 0.7033, -0.6261]}